<i>
69
Properties=species:S:1:pos:R:3 method="wB97M-V/def2-TZVPD" homo_ha="-0.4563 / -0.4558" charge=+2 gap_ev="6.88 / 2.32" multiplicity=3 lumo_energy_ev="-5.54 / -10.08"
Ce 0.596 -1.116 -1.398
P -1.827 -2.658 -0.474
P 1.153 1.646 -2.737
N 1.207 -2.601 0.138
N 2.550 -0.190 -0.690
H 2.829 -2.856 1.320
H 3.373 -0.205 1.266
H 1.746 -1.602 1.996
C 2.175 -2.005 1.050
H 4.060 -1.411 0.224
C 3.100 -0.920 0.466
H 0.355 -3.645 1.807
H 4.418 0.815 -0.975
C 0.539 -3.796 0.720
C 3.351 0.740 -1.297
H -1.487 -4.631 0.767
C -0.820 -4.126 0.062
H -0.673 -4.747 -0.824
H 1.332 1.651 -4.160
H 0.973 3.037 -2.523
H -2.798 -3.371 -1.249
H -2.638 -2.585 0.694
O 0.811 -2.001 -3.634
C 1.520 -3.026 -3.917
C 0.904 -4.393 -3.934
C 3.012 -2.957 -3.874
H 1.164 -4.671 0.791
H 0.220 -4.604 -3.089
H 0.341 -4.613 -4.845
H 1.760 -5.082 -3.873
H 3.360 -2.252 -3.095
H 3.373 -3.982 -3.706
H 3.458 -2.621 -4.805
C 2.898 1.576 -2.315
H 3.664 2.204 -2.776
C -4.668 1.168 3.948
C -4.854 0.476 2.746
C -3.794 0.326 1.845
C -2.535 0.876 2.146
C -2.352 1.573 3.343
C -3.418 1.713 4.244
As -1.108 0.695 0.753
C -1.802 2.176 -0.361
C -2.450 1.809 -1.550
C -2.939 2.799 -2.402
C -2.798 4.149 -2.064
C -2.207 4.510 -0.846
C -1.731 3.514 0.025
C 0.411 1.509 1.737
C 1.145 2.585 1.228
C 2.263 3.055 1.929
C 2.678 2.415 3.102
C 1.980 1.300 3.576
C 0.845 0.852 2.896
H -5.498 1.276 4.649
H -5.832 0.053 2.507
H -3.938 -0.212 0.905
H -1.384 2.019 3.582
H -3.266 2.254 5.179
H -2.552 0.756 -1.808
H -3.426 2.518 -3.336
H -3.162 4.923 -2.744
H -2.109 5.566 -0.571
H -1.296 3.799 0.989
H 0.847 3.054 0.287
H 2.812 3.924 1.552
H 3.549 2.785 3.644
H 2.308 0.785 4.483
H 0.283 -0.006 3.274

<ii>
69
Properties=species:S:1:pos:R:3 method="wB97M-V/def2-TZVPD" homo_ha="-0.4947 / -0.4947" charge=+2 gap_ev="6.82 / 5.34" multiplicity=3 lumo_energy_ev="-6.64 / -8.12"
Ce 0.624 0.087 -0.026
P 0.332 3.052 0.143
P 2.050 -2.521 1.048
N -1.300 0.765 -0.845
N -0.749 -1.797 -0.332
H -3.088 0.059 -1.755
H -2.814 -2.087 0.040
H -3.208 0.141 0.015
C -2.505 -0.107 -0.821
H -2.354 -2.053 -1.686
C -2.158 -1.583 -0.697
H -2.083 1.830 -2.547
H -1.038 -3.801 -0.750
C -1.148 1.708 -1.940
C -0.332 -3.076 -0.310
H -1.451 3.757 -1.374
C -0.592 3.065 -1.471
H 0.047 3.452 -2.275
H 3.191 -3.008 0.316
H 2.183 -3.409 2.182
H 1.324 4.053 -0.091
H -0.576 3.921 0.811
O 1.556 0.537 -1.926
C 1.022 0.585 -3.155
C 1.528 1.691 -4.019
C 0.607 -0.707 -3.744
H -0.375 1.298 -2.568
H 1.292 2.695 -3.633
H 2.617 1.594 -4.032
H 1.172 1.646 -5.054
H 0.009 -1.335 -3.066
H 0.061 -0.617 -4.685
H 1.491 -1.325 -3.968
C 0.885 -3.547 0.191
H 1.056 -4.608 0.047
C -1.701 3.754 6.255
C -0.701 4.075 5.332
C -0.372 3.181 4.314
C -1.038 1.945 4.229
C -2.030 1.622 5.154
C -2.368 2.531 6.160
As -0.426 0.708 2.835
C 1.169 0.046 3.811
C 2.421 0.516 3.364
C 3.581 0.081 4.014
C 3.498 -0.772 5.124
C 2.241 -1.185 5.582
C 1.079 -0.768 4.934
C -1.729 -0.763 3.038
C -1.336 -2.088 3.244
C -2.302 -3.090 3.303
C -3.659 -2.791 3.104
C -4.033 -1.471 2.817
C -3.076 -0.461 2.769
H -1.964 4.463 7.043
H -0.173 5.028 5.395
H 0.390 3.437 3.581
H -2.553 0.666 5.100
H -3.166 2.272 6.863
H 2.498 1.218 2.525
H 4.553 0.421 3.643
H 4.409 -1.102 5.624
H 2.163 -1.841 6.447
H 0.104 -1.091 5.314
H -0.275 -2.341 3.346
H -1.995 -4.117 3.496
H -4.411 -3.579 3.147
H -5.087 -1.224 2.619
H -3.368 0.574 2.520

How do the energies compare? Relative to the most stable structure, in eV: <i> 0.754; <ii> 0.000.

<i>
53
Properties=species:S:1:pos:R:3 method="wB97M-V/def2-TZVPD" homo_ha=-0.2983 smiles="COc1cccc(OCc2cc(C(=O)N(C)CCOc3ccc(C)cc3)no2)c1" gap_ev=8.87 lumo_energy_ev=0.75
C -4.880 -3.314 0.364
H -4.976 -4.200 -0.263
O -4.269 -2.340 -0.446
C -4.011 -1.117 0.090
C -4.323 -0.730 1.387
C -4.010 0.556 1.802
C -3.388 1.448 0.957
C -3.062 1.057 -0.343
C -3.379 -0.219 -0.773
H -3.155 -0.571 -1.766
O -2.452 2.017 -1.106
C -1.908 1.679 -2.361
C -0.616 0.934 -2.235
C -0.245 -0.193 -1.561
C 1.148 -0.304 -1.818
N 1.540 0.678 -2.593
O 0.463 1.447 -2.851
C 1.959 -1.402 -1.233
O 1.384 -2.406 -0.835
N 3.289 -1.248 -1.086
C 4.097 -0.163 -1.582
H 4.781 -0.536 -2.350
H 3.463 0.603 -2.019
H 4.681 0.265 -0.766
C 3.976 -2.259 -0.301
H 5.048 -2.129 -0.446
C 3.625 -2.137 1.196
O 3.826 -0.823 1.671
C 2.836 0.115 1.498
C 1.469 -0.143 1.520
C 0.567 0.893 1.361
C 0.990 2.204 1.181
C 2.355 2.456 1.190
C 3.266 1.431 1.350
H 4.327 1.634 1.367
H 2.713 3.467 1.065
C -0.005 3.310 1.007
H -0.766 3.034 0.280
H -0.507 3.514 1.953
H 0.484 4.223 0.676
H -0.492 0.677 1.380
H 1.091 -1.145 1.654
H 2.599 -2.476 1.350
H 4.299 -2.772 1.776
H 3.673 -3.252 -0.642
H -0.830 -0.859 -0.964
H -1.706 2.633 -2.856
H -2.625 1.111 -2.967
H -3.146 2.448 1.276
H -4.255 0.859 2.809
H -4.804 -1.406 2.073
H -4.265 -3.554 1.237
H -5.874 -2.996 0.695

<ii>
53
Properties=species:S:1:pos:R:3 method="wB97M-V/def2-TZVPD" homo_ha=-0.2982 smiles="COc1ccc(C(=O)N2CCC(C(=O)Nc3ccc4c(c3)OCCO4)CC2)cc1" gap_ev=8.65 lumo_energy_ev=0.54
C 0.539 3.408 2.653
H 0.726 3.939 3.585
O -0.749 2.858 2.780
C -1.234 2.102 1.757
C -0.603 1.916 0.532
C -1.189 1.109 -0.429
C -2.384 0.454 -0.175
C -3.028 0.664 1.042
C -2.464 1.483 1.994
H -2.951 1.659 2.940
H -3.977 0.185 1.237
C -2.962 -0.432 -1.234
O -3.378 0.004 -2.289
N -2.995 -1.756 -0.932
C -2.477 -2.350 0.278
H -3.308 -2.614 0.946
C -1.667 -3.611 -0.063
H -0.924 -3.806 0.713
H -2.326 -4.481 -0.088
C -1.045 -3.468 -1.453
C -0.155 -2.230 -1.659
O -0.037 -1.715 -2.747
N 0.529 -1.826 -0.552
C 1.445 -0.772 -0.438
C 1.868 -0.422 0.839
C 2.787 0.599 1.025
C 3.284 1.298 -0.078
C 2.863 0.936 -1.351
C 1.959 -0.089 -1.538
H 1.641 -0.356 -2.530
H 3.262 1.479 -2.192
O 4.181 2.331 0.049
C 4.318 2.806 1.368
C 4.382 1.640 2.353
H 5.232 0.994 2.095
O 3.184 0.895 2.309
H 4.488 1.994 3.380
H 3.468 3.453 1.626
H 5.239 3.392 1.392
H 1.497 -0.934 1.714
H 0.350 -2.306 0.316
C -2.175 -3.452 -2.496
C -3.403 -2.713 -1.936
H -4.106 -3.416 -1.477
H -3.916 -2.163 -2.725
H -1.806 -2.938 -3.384
H -2.453 -4.468 -2.775
H -0.390 -4.326 -1.651
H -1.856 -1.614 0.793
H -0.704 0.974 -1.383
H 0.339 2.389 0.307
H 0.596 4.114 1.818
H 1.289 2.621 2.526

How do the energies compare? Relative to the most stable structure, in eV: <i> 2.390; <ii> 0.000.